Arrangement P

C3H12N2S | the ωB97M-V functional and the def2-TZVPD basis

Each atom is followed by the atoms it is bonded to, with distances in Å.
Geometry (Å):
1 H 1.361 2.546 -1.156  N4 1.009
2 N 3.437 0.318 -1.059  H10 1.012, H13 1.012, C14 1.475
3 H -1.653 0.431 1.237  C6 1.093
4 N 1.612 1.915 -0.410  H1 1.009, C14 1.439, H16 1.008
5 H -3.438 0.527 1.205  C6 1.085
6 C -2.586 -0.106 1.428  H3 1.093, H5 1.085, C8 1.520, H15 1.086
7 H -3.099 -2.245 1.189  C8 1.085
8 C -2.663 -1.410 0.650  C6 1.520, H7 1.085, S9 1.841, H17 1.095
9 S -0.994 -1.912 0.061  C8 1.841, H18 1.331
10 H 3.862 0.893 -1.775  N2 1.012
11 H 1.606 0.479 -1.916  C14 1.088
12 H 1.603 -0.207 -0.340  C14 1.084
13 H 3.946 0.456 -0.196  N2 1.012
14 C 2.001 0.624 -0.912  N2 1.475, N4 1.439, H11 1.088, H12 1.084
15 H -2.612 -0.296 2.497  C6 1.086
16 H 2.286 2.344 0.205  N4 1.008
17 H -3.259 -1.288 -0.260  C8 1.095
18 H -1.408 -3.069 -0.448  S9 1.331

- SMILES = CCS.NCN
- total charge = 0
- LUMO energy (eV) = 0.96
- frontier orbital gap (eV) = 9.831



Arrangement Q

C3H12N2S | the ωB97M-V functional and the def2-TZVPD basis

Each atom is followed by the atoms it is bonded to, with distances in Å.
Geometry (Å):
1 H 0.994 -0.447 1.767  N7 1.009
2 H 1.247 1.940 0.096  C6 1.093
3 H -3.694 -1.593 0.191  C18 1.085
4 H -0.133 1.018 -0.374  C6 1.097
5 H -3.193 -0.449 1.514  C18 1.081
6 C 0.857 0.919 0.090  H2 1.093, H4 1.097, N7 1.456, C11 1.522
7 N 0.600 0.420 1.434  H1 1.009, C6 1.456, H9 1.008
8 N 1.890 0.655 -2.021  H10 1.013, C11 1.451, H16 1.016
9 H 0.058 1.023 2.033  N7 1.008
10 H 2.262 0.056 -2.748  N8 1.013
11 C 1.750 0.001 -0.733  C6 1.522, N8 1.451, H13 1.093, H17 1.093
12 H -2.888 -0.023 -0.262  C18 1.078
13 H 1.316 -1.003 -0.729  C11 1.093
14 S -1.243 -1.864 0.567  H15 1.522, C18 2.110
15 H -0.441 -0.758 1.236  S14 1.522
16 H 0.964 0.910 -2.352  N8 1.016
17 H 2.704 -0.031 -0.202  C11 1.093
18 C -3.049 -0.775 0.493  H3 1.085, H5 1.081, H12 1.078, S14 2.110

- SMILES = NCCN.CS
- total charge = 0
- LUMO energy (eV) = 0.87
- frontier orbital gap (eV) = 9.184



Arrangement R

C3H12N2S | the ωB97M-V functional and the def2-TZVPD basis

Each atom is followed by the atoms it is bonded to, with distances in Å.
Geometry (Å):
1 H -1.093 -0.338 -3.412  C5 1.102
2 H 0.383 0.158 -1.423  N11 1.007
3 H -0.188 -0.446 0.886  S17 1.374
4 H 1.452 -2.107 1.985  C10 1.082
5 C -1.395 -0.296 -2.352  H1 1.102, N11 1.437, N12 1.480, H15 1.094
6 H 1.888 -1.434 0.336  C10 1.089
7 C 1.912 -0.006 1.943  C10 1.552, H13 1.090, S17 1.777, H18 1.093
8 H 3.118 -1.766 1.605  C10 1.093
9 H -2.867 1.002 -1.971  N12 1.018
10 C 2.089 -1.452 1.406  H4 1.082, H6 1.089, C7 1.552, H8 1.093
11 N -0.532 0.550 -1.576  H2 1.007, C5 1.437, H14 1.006
12 N -2.837 0.026 -2.261  C5 1.480, H9 1.018, H16 1.013
13 H 1.852 0.046 3.030  C7 1.090
14 H -0.473 1.525 -1.820  N11 1.006
15 H -1.291 -1.280 -1.885  C5 1.094
16 H -3.232 -0.417 -1.439  N12 1.013
17 S 0.341 0.679 1.473  H3 1.374, C7 1.777
18 H 2.723 0.615 1.555  C7 1.093

- SMILES = CCS.NCN
- total charge = 0
- LUMO energy (eV) = 0.90
- frontier orbital gap (eV) = 9.414



Pick the most stable structure from those above. Pick: arrangement P